# 1
145
Properties=species:S:1:pos:R:3:forces:R:3 method="wB97M-V/def2-TZVPD" relative_energy_kcal_mol=80.8 charge=0 fmax_ha_per_bohr=0.0913
C 4.259 -3.518 -3.019 -0.2 0.2 1.1
C -6.062 -0.470 4.847 0.0 -0.4 -2.4
H 4.506 1.184 -1.970 0.2 -0.2 0.4
H -3.282 7.639 2.087 0.0 0.1 0.1
N -4.251 2.977 -0.176 1.0 -1.1 -1.2
C -0.219 -0.662 0.178 -0.7 -0.2 0.5
N -4.163 -8.198 -0.507 0.6 1.3 0.9
H -0.717 2.595 -0.756 -0.3 -0.4 -0.4
C -5.365 3.594 0.771 -1.2 0.8 1.4
O 2.109 -0.453 -1.077 1.0 -0.3 0.4
C -4.585 -6.160 0.886 -0.5 -1.6 -2.1
O 0.105 3.092 2.784 -1.1 0.4 0.1
C -0.041 0.743 -1.925 -2.2 2.4 0.8
H 5.017 3.718 -2.044 0.2 0.3 -0.2
H -1.345 8.899 2.145 0.8 0.4 0.4
H -3.221 5.142 2.609 -0.2 0.1 -0.4
H 5.704 0.618 -6.025 0.1 -0.1 0.1
C -2.674 -6.145 -0.673 -2.2 -2.0 0.8
S 5.942 -1.229 1.670 -0.1 0.0 1.4
O 3.037 -5.998 1.232 1.3 1.1 -1.4
C 5.132 -4.058 -2.031 -3.0 -0.6 -1.0
H 2.899 -1.473 1.651 0.4 -0.4 -0.4
C -6.271 2.841 1.553 0.0 -0.6 -1.9
H 3.084 0.970 1.240 -0.5 -0.2 0.1
H -1.096 0.513 -2.077 0.1 -0.7 -0.5
C 0.021 7.242 2.566 1.1 -2.3 0.9
H 5.122 -0.755 3.667 -0.4 -0.4 0.7
C 4.505 -4.727 -0.974 -0.5 -0.2 0.2
O -4.321 -2.542 3.869 -1.1 0.0 0.3
C -5.541 5.015 0.893 0.5 0.2 -0.5
O -3.317 -8.837 -1.105 -0.8 -0.1 0.0
H 4.763 -2.877 -3.727 -0.4 -0.1 -0.6
H -3.253 1.305 5.819 -0.3 -0.1 0.4
C 3.567 4.114 0.944 0.1 -1.1 -1.0
O 7.123 -0.764 2.406 -0.9 0.0 -1.1
C 6.072 3.754 -0.210 0.4 0.1 0.3
H -5.150 -4.378 1.758 0.3 0.7 -0.1
C 3.336 -0.851 2.433 0.0 -1.6 -0.6
H -5.501 -6.675 1.137 0.1 0.0 0.6
H 0.322 -1.259 0.912 0.1 0.2 0.1
C -4.444 -2.426 -4.535 0.2 -0.1 0.5
H 4.117 -0.542 -2.223 -0.1 0.1 -0.4
C -6.546 5.617 1.681 1.0 -2.4 0.4
H -1.343 1.004 1.125 -0.1 0.0 -0.5
C 2.841 -3.625 -2.944 1.6 -0.1 0.9
H 0.961 7.762 2.679 -0.1 0.2 -0.2
O -5.193 -0.888 2.222 -0.4 -0.2 1.8
O -4.971 -5.058 -5.101 0.9 1.5 -0.5
O -2.060 3.003 2.655 -0.3 -0.7 0.1
C -0.139 1.676 -0.660 1.8 0.3 -1.3
S -4.848 -1.215 3.617 2.2 1.2 -0.3
C -4.411 -4.820 1.106 0.8 -0.4 0.4
H -6.876 -1.148 5.103 0.5 -0.3 0.6
H -1.502 -2.365 -4.503 -0.5 0.4 -0.2
C 0.058 5.832 2.716 -0.2 0.9 0.6
O -4.293 -3.534 -7.015 -0.1 -0.4 1.2
O 8.371 3.564 -0.126 0.1 -0.6 0.9
H 0.936 5.289 3.033 0.4 0.2 -0.5
H -6.317 1.796 1.285 0.1 -0.4 0.5
H -8.177 5.261 2.924 -0.1 -0.3 0.6
C -7.337 4.753 2.473 -0.6 3.4 -1.3
O -3.319 3.756 -0.412 -1.6 -0.9 0.7
H 5.657 0.998 0.656 0.0 0.1 0.4
N 7.428 3.708 -0.856 0.8 1.6 -2.0
H 1.160 -4.266 -1.901 0.0 -0.6 0.6
H -2.238 -6.717 -1.479 0.7 0.3 0.0
H 6.192 -4.095 -2.233 0.1 0.2 0.5
S 0.730 -0.706 -1.344 -3.1 -0.6 -1.6
H 2.175 -3.040 -3.562 0.2 -0.1 -0.4
O 1.205 -5.841 0.241 0.5 1.2 -1.7
C -0.432 0.842 0.549 1.6 -1.8 1.2
C 3.074 -4.840 -0.882 0.5 -0.2 -0.6
C 6.563 -0.160 -4.135 0.7 0.8 -0.8
C -7.308 3.426 2.323 1.1 -1.6 -0.6
H -5.490 -2.233 -4.298 -0.1 -0.9 0.4
C 4.947 3.857 -0.975 -0.4 -0.4 -1.9
H -1.197 -1.134 0.073 0.2 -0.3 -0.6
H -3.814 -3.578 -2.824 0.0 0.1 0.3
H -8.182 2.916 2.700 0.5 -0.8 0.2
O 7.611 3.991 -2.072 -1.7 -0.9 2.1
O 3.607 2.277 -4.078 0.4 -1.0 -0.4
C 4.982 0.167 0.862 1.0 -1.2 0.3
C -5.305 0.373 5.868 -0.2 -1.1 -0.4
C -3.797 -6.824 -0.070 1.7 2.0 0.0
O 0.238 -1.783 -2.216 1.3 0.5 1.1
C 4.738 0.292 -2.551 0.3 0.6 -0.6
H -6.535 0.180 4.111 -0.1 0.4 0.0
H -4.912 5.686 0.326 0.2 -0.1 -0.2
H 0.302 1.283 -2.808 0.6 -0.5 0.1
H 2.818 4.183 -1.080 0.1 -0.2 -0.1
C -3.447 -0.081 4.155 -1.7 -0.6 0.1
H 5.181 -5.171 -0.258 -0.5 -0.2 0.5
H -4.345 1.872 4.600 -0.2 0.0 -0.1
H -1.687 -4.265 -0.851 0.4 0.0 0.3
H -2.721 -0.787 4.559 -0.2 0.2 0.6
H 6.590 -0.949 -2.131 -0.5 -0.2 0.0
O -5.273 -8.544 -0.154 0.2 -0.9 -0.6
H 6.285 1.914 -4.963 -0.2 0.0 0.3
H -3.232 -3.126 0.672 0.3 0.1 0.2
C 3.805 0.418 1.843 0.7 1.8 -1.7
H 0.902 1.988 -0.570 0.1 0.5 0.3
O -4.261 1.801 -0.696 -1.1 3.8 2.5
C 2.237 -4.343 -1.898 1.2 0.9 0.0
H -6.091 1.069 6.163 0.6 0.5 0.4
C -3.434 -2.707 -3.359 -0.3 -0.4 -2.2
H 4.742 -0.265 -0.109 -0.7 0.0 0.2
H -3.031 0.187 3.184 -0.1 0.9 0.2
S 4.144 0.926 -4.237 0.8 -0.8 1.9
C -1.188 7.862 2.406 0.0 1.6 -1.3
C -2.453 -4.138 -5.160 -1.1 -2.2 -1.9
H 2.558 4.146 1.328 0.1 0.3 0.5
H 4.812 -2.510 3.206 -0.6 0.1 0.4
H 6.226 -1.080 -4.613 0.2 -0.4 0.7
S -4.198 -3.915 -5.606 -0.7 0.2 -0.7
C -2.321 5.733 2.526 -0.6 1.3 -0.2
O 6.073 -2.456 0.887 -0.3 1.3 -0.1
C -1.121 5.088 2.696 0.9 0.9 -0.4
N -1.016 3.598 2.735 0.7 0.9 -0.1
C 6.267 -0.042 -2.642 -1.7 0.4 0.0
C -3.296 -4.196 0.543 -0.8 0.7 0.6
H 0.411 0.964 1.229 -0.4 0.7 0.4
O 3.316 -0.145 -4.765 0.4 0.7 -0.5
C -4.069 0.986 5.171 0.9 -0.7 -1.5
H 6.795 0.742 -2.100 0.3 0.3 -0.6
C 5.958 3.787 1.176 0.5 0.2 0.2
N 2.411 -5.585 0.251 -0.8 -1.5 2.1
H -6.757 6.674 1.743 0.5 0.1 -0.3
H 4.094 1.112 2.632 0.3 0.0 0.0
H -4.234 -1.519 -5.102 0.8 -0.2 -0.3
H -3.319 -1.867 -2.674 0.2 -0.1 -0.2
H 7.647 -0.081 -4.229 0.0 -0.1 -0.5
C 5.852 0.913 -4.986 -0.9 0.0 0.4
H 6.805 3.826 1.845 0.2 -0.4 -0.3
H -1.462 -3.645 -3.425 0.0 0.0 0.3
H -5.044 -0.275 6.705 0.2 0.3 0.1
C 4.658 -1.456 2.974 0.3 0.4 -0.7
C -2.137 -3.174 -4.141 1.1 1.7 3.1
H -2.406 -5.178 -4.835 -0.1 0.0 0.3
H -1.851 -4.130 -6.069 -0.2 0.5 0.0
H 2.430 -0.703 3.020 0.6 0.0 1.1
C -2.334 7.171 2.308 -1.5 -4.0 0.8
H 4.564 3.887 2.806 0.3 0.0 0.1
C -2.398 -4.847 -0.282 -0.7 -0.2 -1.0
C 4.701 3.890 1.735 -1.1 0.6 0.0
C 3.685 4.046 -0.450 0.3 0.4 1.4


# 2
123
Properties=species:S:1:pos:R:3:forces:R:3 method="wB97M-V/def2-TZVPD" relative_energy_kcal_mol=7.2 charge=-2 fmax_ha_per_bohr=0.0094
H 0.363 -3.339 8.034 0.0 0.0 0.0
C 0.937 3.110 -1.516 0.1 0.1 -0.1
H -1.663 -1.033 7.920 0.0 0.0 0.0
C 1.654 -3.321 2.064 0.0 0.0 0.0
H -4.747 -0.278 4.989 0.0 0.0 0.0
H 0.024 6.309 -0.600 0.0 0.0 0.0
H -2.105 2.384 4.751 0.0 0.0 0.0
C 1.119 5.876 -2.371 0.0 0.0 0.1
H 4.711 -7.817 4.343 0.0 0.0 0.0
C -0.599 -0.816 7.801 0.0 0.0 0.0
C -3.651 -0.680 -4.373 0.0 0.0 0.0
O 2.488 -1.129 1.723 0.2 -0.2 0.2
C -1.666 -0.829 2.703 0.2 0.0 0.0
H -2.169 -4.506 -1.450 0.0 0.0 0.0
H -3.099 -1.108 -0.330 0.0 0.0 0.0
H -3.437 -2.210 -1.706 0.0 0.0 0.1
H -5.087 1.460 4.901 0.0 0.0 0.0
C -4.195 0.754 2.533 0.0 0.0 0.0
H -1.656 1.088 -1.332 0.0 0.0 0.0
C -3.324 0.852 3.794 0.0 0.0 0.0
H 3.760 -0.133 3.361 0.0 0.0 0.0
H 1.206 -6.634 4.286 0.0 0.0 0.0
H -2.029 0.062 5.971 0.0 0.0 0.0
H -3.454 3.032 3.793 0.0 0.0 0.0
H -6.082 -1.720 -4.317 0.0 0.0 0.0
H -2.041 2.224 -2.623 0.0 0.0 0.0
H 2.018 -1.507 7.563 0.0 0.0 0.0
H 3.680 -7.289 1.522 0.0 0.0 0.0
Sb -4.013 0.346 -2.454 0.0 0.0 0.0
H -2.609 -0.485 -4.619 0.0 0.0 0.0
H -2.016 2.383 2.986 0.0 0.0 0.0
H 3.274 2.100 -5.383 0.0 0.0 0.0
H 5.843 -2.024 0.816 0.0 0.0 0.0
C -3.986 -2.135 -4.354 0.0 0.0 0.0
Se -0.062 -2.789 1.408 0.0 -0.2 0.0
H 1.233 -4.195 -3.582 0.0 0.0 0.0
H -1.369 0.630 -3.016 0.1 0.0 0.1
C 2.368 5.196 -4.375 0.0 -0.1 0.0
H 4.622 -0.748 0.977 0.0 0.0 0.0
H 1.728 -2.514 -3.914 0.0 0.0 0.0
H -1.177 -3.410 7.150 0.0 0.0 0.0
C 3.934 -2.770 2.693 -0.1 0.0 0.0
C 5.083 -1.769 2.835 0.0 0.0 0.0
C 3.233 -6.493 3.493 0.0 0.0 0.0
H -4.274 -0.157 -5.099 0.0 0.0 0.0
H -6.785 -4.080 -4.196 0.0 0.0 0.0
H 1.657 -0.266 6.343 0.0 0.0 0.0
C -2.034 1.171 -2.346 -0.1 0.0 0.0
H 4.436 -0.991 4.759 0.0 0.0 0.0
C 1.700 4.863 -3.167 0.0 0.0 -0.1
C -3.005 -3.145 -4.342 0.0 0.0 0.0
C 5.478 -1.215 1.457 0.0 0.0 0.0
H -0.528 -4.663 -0.812 0.0 0.0 0.0
H -0.889 -5.210 -2.475 0.0 0.0 0.0
C -1.649 -0.487 5.119 -0.1 0.0 0.0
C 3.068 -5.050 3.018 0.0 0.0 0.0
I 2.113 0.504 -3.115 0.0 0.0 0.0
C -0.122 -3.138 7.072 0.0 0.0 0.0
C -0.663 -1.823 2.961 -0.2 0.0 -0.1
C -0.169 -2.099 4.211 0.0 0.1 0.0
C -2.688 2.250 3.836 0.0 0.0 0.0
C 6.332 -2.403 3.451 0.1 0.0 0.0
H 3.436 4.487 -6.080 0.0 0.0 0.0
H 1.191 6.910 -2.695 0.0 0.0 0.0
H 2.425 6.240 -4.665 0.0 0.0 0.0
H 5.457 0.128 3.834 0.0 0.0 0.0
C 2.967 -7.462 2.332 0.0 0.0 0.0
C 4.078 -4.089 3.103 0.0 0.1 0.0
C -3.789 -1.342 -1.147 0.0 0.0 -0.1
H 2.410 -6.125 5.469 0.0 0.0 0.0
C 1.597 3.502 -2.729 0.0 0.1 0.0
C 2.233 -6.790 4.620 0.0 0.0 0.0
H 0.613 -2.847 4.305 0.0 0.0 0.0
C -3.428 -4.478 -4.274 0.0 0.0 0.0
C 1.851 -4.621 2.494 0.0 0.0 0.0
C 0.476 5.534 -1.214 0.0 0.0 0.0
C 2.927 4.228 -5.159 0.0 0.0 0.1
Sb -0.579 -2.514 -2.442 -0.1 0.0 0.1
C -5.333 -2.507 -4.310 0.0 0.0 0.0
C -0.628 -1.403 5.332 0.0 0.0 -0.1
C 2.198 2.550 -3.602 0.0 0.0 -0.1
C -4.766 -4.827 -4.217 0.0 0.0 0.0
H -2.673 -5.256 -4.264 0.0 0.0 0.0
C 2.683 -2.322 2.128 0.1 0.0 0.0
H 1.010 -5.305 2.426 0.0 0.0 0.0
C 4.653 -0.614 3.755 0.0 0.0 0.0
H 6.138 -2.793 4.455 0.0 0.0 0.0
H -1.004 -3.728 -4.793 0.0 0.0 0.0
C -2.213 -0.210 3.869 0.0 0.1 0.0
H -3.635 0.991 1.633 0.0 0.0 0.0
H 3.061 -8.503 2.663 0.0 0.0 0.0
H 2.019 -1.912 5.836 0.0 0.0 0.0
H -5.037 1.449 2.633 0.0 0.0 0.0
H 6.723 -3.217 2.835 0.0 0.0 0.0
C 1.335 -3.195 -3.159 0.0 0.0 0.1
H 7.113 -1.641 3.533 0.0 0.0 0.0
H -4.766 -1.582 -0.728 0.0 0.0 0.0
C 2.838 2.874 -4.766 0.0 0.0 0.0
H -5.053 -5.870 -4.157 0.0 0.0 0.0
C 0.400 4.181 -0.816 0.0 -0.2 0.1
H 5.399 -6.597 3.261 0.0 0.0 0.0
C -4.290 0.715 4.985 0.0 0.0 0.0
C 4.639 -6.772 4.026 0.0 0.0 0.0
C -1.112 -4.464 -1.710 0.0 0.0 0.0
Cs 0.539 0.500 0.564 0.2 0.4 -0.2
H 1.964 -7.323 1.926 0.0 0.0 0.0
H -0.491 0.252 7.599 0.0 0.0 0.0
H 4.872 -6.142 4.887 0.0 0.0 0.0
H 2.030 -3.227 -2.317 0.0 0.0 0.0
H 0.335 -3.786 6.322 0.0 0.0 0.0
C 0.025 -1.659 6.688 0.0 0.0 0.0
H -1.291 -2.001 -5.015 0.0 0.0 0.0
H -4.589 -0.256 2.404 0.0 0.0 0.0
H -0.101 -1.031 8.751 0.0 0.0 0.0
C -1.536 -2.862 -4.392 0.0 0.0 0.0
H -0.130 3.978 0.120 0.0 0.1 0.0
H -3.802 0.863 5.949 0.0 0.0 0.0
C 1.520 -1.318 6.605 0.0 0.0 0.0
O -1.964 -0.529 1.488 -0.3 -0.1 0.1
H 2.328 -7.826 4.965 0.0 0.0 0.0
C -5.731 -3.830 -4.239 0.0 0.0 0.0
H 5.033 -4.386 3.515 0.0 0.0 0.0
H 6.280 -0.476 1.562 0.0 0.0 0.0